Formula: C20H22N2O4
Source: the OMol25 dataset
Level of theory: ωB97M-V/def2-TZVPD

Calculated values
Strongest force on any atom: 1.259 eV Å⁻¹
Energy relative to the best compared isomer or geometry (same formula, charge and spin): 54.63 kcal/mol
Energy: -1185.80570 hartree
HOMO-LUMO gap: 9.13 eV
2S+1: 1
SMILES: COCCCNC(=O)c1ccc2nc(Cc3ccc(OC)cc3)oc2c1

Last column: Mulliken charge in e.
Positions of all 48 atoms, in Å:
1 C -4.3548 -0.1865 -2.3443  -0.79
2 H -4.6540 -1.0503 -1.7384  0.32
3 O -4.3953 0.9964 -1.5901  -0.28
4 C -5.6926 1.3006 -1.1169  -0.58
5 C -5.6009 2.4606 -0.1286  -0.61
6 H -4.8998 3.1947 -0.5304  0.31
7 H -6.5791 2.9312 -0.0300  0.37
8 C -5.1339 1.9921 1.2538  -0.89
9 N -3.8816 1.2796 1.1908  -0.11
10 C -3.8309 -0.0733 1.2133  0.42
11 O -4.7849 -0.7665 1.5151  -0.67
12 C -2.4919 -0.6597 0.9030  1.08
13 C -1.6565 -0.0957 -0.0549  -1.02
14 C -0.4663 -0.7517 -0.2923  -0.12
15 C -0.0938 -1.9284 0.3905  0.77
16 C -0.9412 -2.4858 1.3384  -0.88
17 C -2.1359 -1.8393 1.5707  -0.60
18 H -2.8418 -2.2375 2.2839  0.49
19 H -0.6701 -3.3905 1.8570  0.44
20 N 1.1334 -2.3221 -0.0914  -0.73
21 C 1.4462 -1.4458 -0.9828  0.90
22 O 0.5315 -0.4584 -1.1685  -0.43
23 C 2.7092 -1.4005 -1.7617  -1.18
24 C 3.7343 -0.6001 -0.9905  0.23
25 C 4.1940 -1.0680 0.2370  -0.32
26 C 5.1232 -0.3511 0.9568  -0.64
27 C 5.6191 0.8595 0.4664  0.90
28 C 5.1549 1.3347 -0.7538  -0.30
29 C 4.2164 0.6056 -1.4677  -0.89
30 H 3.8650 0.9905 -2.4145  0.29
31 H 5.5113 2.2675 -1.1616  0.38
32 O 6.5395 1.4852 1.2513  -0.45
33 C 7.0869 2.7023 0.8072  -0.84
34 H 7.7946 3.0055 1.5772  0.24
35 H 6.3182 3.4746 0.6995  0.34
36 H 7.6173 2.5820 -0.1432  0.34
37 H 5.4880 -0.7055 1.9076  0.42
38 H 3.8075 -1.9992 0.6229  0.44
39 H 3.0637 -2.4228 -1.8998  0.34
40 H 2.5184 -0.9378 -2.7303  0.42
41 H -1.9350 0.7766 -0.6247  0.53
42 H -3.0920 1.7848 0.8225  0.20
43 H -5.8629 1.2971 1.6778  0.41
44 H -5.0266 2.8522 1.9223  0.32
45 H -6.1276 0.4199 -0.6238  0.35
46 H -6.3375 1.5721 -1.9679  0.51
47 H -5.0137 -0.1217 -3.2193  0.36
48 H -3.3259 -0.3162 -2.6746  0.22

Cartesian forces, eV/Å:
-0.1 -0.1 -0.1
0.0 0.0 0.0
0.1 0.2 0.1
-0.2 0.2 0.0
0.1 -0.5 0.0
-0.1 0.1 -0.1
0.0 0.1 0.0
-0.3 0.2 -0.1
0.1 0.3 0.1
0.2 0.2 0.1
-0.2 -0.2 0.0
0.1 -0.3 -0.1
0.2 0.1 -0.2
-0.2 -0.8 0.9
-0.6 0.9 -0.4
0.2 0.1 -0.2
-0.2 0.1 0.1
-0.1 0.0 0.0
0.0 -0.1 0.1
0.6 -0.3 -0.3
-0.1 -0.6 0.2
0.1 0.3 -0.3
0.0 0.2 0.1
0.1 0.1 -0.2
0.1 0.1 0.0
0.1 0.1 0.0
-0.1 -0.1 0.0
0.3 0.2 0.2
-0.1 -0.2 0.1
0.0 0.0 -0.1
0.1 0.1 0.0
-0.2 -0.3 0.1
0.1 0.2 -0.1
0.0 0.0 -0.1
0.0 0.0 0.0
0.0 0.0 0.0
0.0 -0.1 0.1
0.0 -0.1 0.1
-0.1 0.0 -0.1
0.0 -0.1 0.0
-0.1 0.1 -0.1
0.0 -0.2 0.1
0.1 0.2 0.0
-0.1 -0.1 0.0
0.0 0.0 0.0
0.1 -0.1 0.1
0.0 0.0 0.0
0.0 -0.1 0.0

---

Formula: C20H22N2O4
Source: the OMol25 dataset
Level of theory: ωB97M-V/def2-TZVPD

Calculated values
Strongest force on any atom: 0.611 eV Å⁻¹
Energy relative to the best compared isomer or geometry (same formula, charge and spin): 36.25 kcal/mol
Energy: -1185.83499 hartree
HOMO-LUMO gap: 8.42 eV
2S+1: 1
SMILES: CCOc1ccc(NC(=O)c2ccc(NC(=O)[C@H]3CCCO3)cc2)cc1

Last column: Mulliken charge in e.
Positions of all 48 atoms, in Å:
1 C 5.6071 -7.5722 -2.7329  -1.42
2 C 4.3944 -6.6650 -2.5948  -0.26
3 O 4.7964 -5.5184 -1.8726  -0.39
4 C 3.8791 -4.5452 -1.6198  0.52
5 C 2.5460 -4.5736 -2.0131  -0.29
6 C 1.6969 -3.5261 -1.7007  -0.79
7 C 2.1632 -2.4282 -0.9893  0.57
8 C 3.5013 -2.3996 -0.5948  -0.55
9 C 4.3463 -3.4407 -0.9044  -0.68
10 H 5.3813 -3.4242 -0.6022  0.41
11 H 3.8796 -1.5515 -0.0405  0.30
12 N 1.3520 -1.3445 -0.6356  -0.16
13 C 0.0454 -1.1097 -0.9530  0.68
14 O -0.6356 -1.8336 -1.6512  -0.66
15 C -0.4905 0.1557 -0.3709  0.36
16 C -1.4639 0.8453 -1.0895  -0.81
17 C -2.0145 2.0150 -0.6079  -0.49
18 C -1.6087 2.5093 0.6299  0.89
19 C -0.6545 1.8085 1.3680  -0.81
20 C -0.0986 0.6472 0.8721  -0.82
21 H 0.6157 0.1091 1.4798  0.43
22 H -0.3539 2.1801 2.3378  0.37
23 N -2.1262 3.6782 1.1806  -0.09
24 C -3.0412 4.5399 0.6782  0.18
25 O -3.6067 4.4507 -0.3888  -0.67
26 C -3.3072 5.7228 1.6323  0.41
27 C -4.8126 5.9412 1.8001  -0.80
28 H -5.3501 5.6441 0.9027  0.38
29 C -5.1067 5.0595 3.0111  -0.58
30 H -6.0046 5.3540 3.5479  0.38
31 C -3.8434 5.2568 3.8469  -0.43
32 H -3.5929 4.3897 4.4636  0.29
33 H -3.9351 6.1366 4.4963  0.31
34 O -2.7779 5.4820 2.9293  -0.58
35 H -5.2004 4.0172 2.7028  0.26
36 H -5.0261 6.9866 2.0229  0.34
37 H -2.8020 6.5982 1.2063  0.31
38 H -1.7814 3.9380 2.1011  0.17
39 H -2.7581 2.5487 -1.1756  0.51
40 H -1.7800 0.4444 -2.0403  0.41
41 H 1.8280 -0.6239 -0.1112  0.16
42 H 0.6668 -3.5581 -2.0128  0.48
43 H 2.1481 -5.4089 -2.5670  0.37
44 H 3.5899 -7.1868 -2.0577  0.36
45 H 4.0230 -6.3750 -3.5877  0.36
46 H 5.9734 -7.8535 -1.7494  0.33
47 H 6.4009 -7.0517 -3.2616  0.33
48 H 5.3378 -8.4685 -3.2842  0.41

Cartesian forces, eV/Å:
-0.3 0.3 0.1
0.0 -0.3 -0.2
0.1 0.1 0.1
-0.1 0.2 0.1
0.4 -0.3 0.0
-0.2 0.2 0.1
0.1 -0.4 -0.2
-0.1 -0.1 -0.1
0.0 -0.2 -0.1
0.1 0.0 0.0
0.1 0.1 0.1
0.1 0.3 0.3
0.1 0.1 0.1
0.0 -0.1 -0.1
-0.2 0.2 0.0
0.2 -0.2 0.1
-0.1 0.1 0.0
0.1 -0.3 -0.2
-0.1 0.1 0.0
-0.1 0.0 -0.2
0.0 0.0 0.0
0.0 0.0 0.1
0.3 0.0 0.5
0.0 0.3 0.4
-0.1 0.0 -0.2
-0.2 0.2 -0.4
0.1 -0.1 0.0
0.0 0.1 0.0
0.2 0.0 0.0
0.0 0.0 0.0
-0.4 -0.1 0.4
0.0 0.1 0.0
0.0 -0.1 0.0
0.2 0.1 -0.2
0.0 0.0 0.0
0.0 0.0 0.0
-0.1 -0.1 0.0
-0.2 0.0 -0.2
0.0 0.0 0.0
0.0 0.0 -0.1
-0.2 -0.1 -0.1
0.0 0.0 0.0
0.0 -0.1 0.0
0.0 0.1 -0.1
0.0 0.0 0.1
0.0 -0.1 0.1
0.1 0.0 -0.1
0.0 -0.1 -0.1

---

Formula: C20H22N2O4S
Source: the OMol25 dataset
Level of theory: ωB97M-V/def2-TZVPD

Calculated values
Strongest force on any atom: 17.612 eV Å⁻¹
Energy relative to the best compared isomer or geometry (same formula, charge and spin): 447.45 kcal/mol
Energy: -1583.36285 hartree
HOMO-LUMO gap: 8.51 eV
2S+1: 1

Last column: Mulliken charge in e.
Positions of all 49 atoms, in Å:
1 C 3.6522 -2.9875 3.8108  -1.57
2 H 4.1986 -2.9082 2.7911  0.28
3 H 4.3972 -2.9974 4.4573  0.51
4 H 3.0698 -3.7653 3.8457  0.49
5 C 3.0197 -1.4553 4.0033  -0.62
6 C 1.8671 -1.4579 3.0124  0.76
7 C 1.5997 -2.3694 2.0241  -1.01
8 C 0.8027 -2.0121 0.8451  -0.91
9 C -0.0127 -0.9275 1.0010  0.78
10 C 0.0381 -0.0224 2.1121  -0.88
11 C 1.1134 -0.5093 2.9127  0.17
12 H 1.3628 0.2783 3.8065  0.02
13 H -0.5268 0.9886 2.2735  0.24
14 C -1.1620 -0.7066 -0.0251  0.14
15 N -1.9491 0.3627 0.1086  -0.27
16 C -2.7999 0.1435 -0.9285  1.09
17 C -2.2936 -0.6534 -1.7100  0.08
18 O -1.2361 -1.3427 -1.0433  -0.17
19 C -2.5286 -1.2043 -3.3572  -2.12
20 H -2.5921 -0.4976 -3.8667  0.79
21 H -3.4079 -1.6691 -3.2218  0.69
22 H -1.7948 -2.1521 -3.4588  0.18
23 C -3.8837 1.0359 -1.3785  -1.45
24 H -4.4502 1.2822 -0.3455  0.37
25 H -4.3605 0.7344 -2.2294  0.53
26 S -3.3067 2.7455 -2.2092  0.22
27 O -2.1501 2.4394 -2.8438  -0.45
28 C -2.5458 3.4944 -0.7992  -0.88
29 C -1.3174 2.9443 0.0741  0.38
30 O -1.2086 2.9648 1.1966  -0.46
31 N -0.2792 2.7385 -1.0573  -0.04
32 H -0.4953 2.7728 -1.9315  0.34
33 C 0.9387 2.2307 -0.6276  -0.20
34 C 1.2957 1.0740 -1.2194  0.19
35 C 0.8288 0.5031 -2.4259  0.16
36 C 1.4916 -0.8746 -2.8548  -1.05
37 C 2.4603 -0.7652 -1.7098  -0.30
38 O 2.0291 0.0042 -0.7172  -0.37
39 H 3.0656 -1.6774 -1.3775  0.37
40 H 1.4261 -1.6153 -3.5111  0.58
41 H -0.1106 0.8962 -3.0709  0.18
42 H 0.8949 1.8119 0.5987  0.05
43 H 1.7718 2.9706 -0.7085  0.31
44 H -2.3943 4.6363 -0.8387  0.35
45 H -3.2223 3.5265 0.0981  0.43
46 H 0.4475 -2.6005 0.0079  0.61
47 H 2.2021 -3.0975 1.7438  0.58
48 H 2.3391 -1.5021 4.9704  0.36
49 H 3.7157 -0.8081 3.7735  0.47

Cartesian forces, eV/Å:
1.8 7.6 -4.1
-1.0 -0.5 1.4
3.4 -0.7 3.3
-3.6 -3.9 0.3
-6.3 -8.7 1.5
6.0 -7.8 -1.0
-1.8 1.7 -4.5
-0.5 -0.6 3.7
-3.9 2.7 -0.5
1.6 -1.8 -1.0
-7.4 15.1 4.2
-0.8 -1.2 -1.8
1.1 -2.5 -0.4
3.5 6.1 8.8
0.1 -2.3 2.2
-2.9 7.1 1.6
3.2 -9.1 -10.0
-1.7 -3.0 -6.6
4.6 -11.2 12.8
-0.1 10.9 -8.6
-3.5 -1.6 -0.1
-1.2 2.9 -0.3
0.6 3.2 4.8
0.3 -0.3 -2.9
-2.0 -1.5 -1.6
-6.6 0.9 6.7
8.1 -2.9 -7.5
-1.7 2.5 5.7
0.6 0.7 -12.7
1.0 -0.1 5.8
-0.4 0.6 11.3
-2.2 0.1 -6.3
1.2 2.3 6.2
-0.6 -9.0 -6.9
-2.5 -0.5 -3.0
3.0 8.6 9.5
-2.9 -5.6 -2.7
2.9 3.1 0.7
-0.6 1.7 -0.3
-0.4 -2.4 -3.0
2.6 -0.5 1.6
0.0 1.9 -3.0
-0.4 -0.2 0.5
0.1 -1.7 -0.9
-0.5 -0.1 -1.0
1.1 -0.8 0.1
2.8 -3.9 -0.2
2.5 0.9 -1.2
3.3 3.7 -0.4

---

Formula: C20H22N2O5S
Source: the OMol25 dataset
Level of theory: ωB97M-V/def2-TZVPD

Calculated values
Strongest force on any atom: 0.630 eV Å⁻¹
Energy relative to the best compared isomer or geometry (same formula, charge and spin): 1.67 kcal/mol
Energy: -1659.27623 hartree
HOMO-LUMO gap: 8.11 eV
2S+1: 1
SMILES: COc1cc(SC)ccc1C(=O)O[C@@H](C)C(=O)Nc1ccc(NC(C)=O)cc1

Last column: Mulliken charge in e.
Positions of all 50 atoms, in Å:
1 C 2.2033 -3.0744 -1.3772  -0.97
2 H 2.9996 -3.2967 -2.0939  0.37
3 O 2.1214 -1.6940 -1.1071  -0.36
4 C 3.1725 -1.0664 -0.5544  0.43
5 C 4.3628 -1.6964 -0.2159  -1.00
6 C 5.4054 -0.9926 0.3797  0.77
7 C 5.2665 0.3632 0.6541  -0.54
8 C 4.0872 0.9949 0.3236  -0.78
9 C 3.0336 0.3150 -0.2817  0.08
10 C 1.7996 1.0278 -0.6507  0.91
11 O 0.9876 0.6283 -1.4601  -0.74
12 O 1.6849 2.1796 0.0229  -0.39
13 C 0.6592 3.1466 -0.2504  0.23
14 C 0.5836 3.5460 -1.7226  -1.36
15 H 0.2579 2.7151 -2.3426  0.28
16 H 1.5626 3.8752 -2.0658  0.38
17 H -0.1222 4.3657 -1.8279  0.46
18 H 0.9811 4.0090 0.3455  0.37
19 C -0.7413 2.7688 0.2844  0.41
20 O -1.3091 3.5118 1.0585  -0.69
21 N -1.2311 1.6218 -0.2243  0.08
22 C -2.4559 1.0034 0.0389  0.50
23 C -3.4421 1.5672 0.8429  -0.63
24 C -4.6295 0.8935 1.0444  -0.82
25 C -4.8617 -0.3475 0.4553  0.84
26 C -3.8736 -0.9116 -0.3472  -0.58
27 C -2.6864 -0.2389 -0.5497  -0.80
28 H -1.9203 -0.6791 -1.1715  0.42
29 H -4.0429 -1.8710 -0.8057  0.51
30 N -6.0913 -0.9698 0.7018  -0.17
31 C -6.5537 -2.1748 0.2606  0.81
32 O -5.9352 -2.9346 -0.4486  -0.62
33 C -7.9549 -2.4664 0.7643  -1.31
34 H -8.6465 -1.7021 0.4154  0.32
35 H -7.9685 -2.4837 1.8522  0.33
36 H -8.2736 -3.4339 0.3881  0.35
37 H -6.7121 -0.4356 1.2946  0.18
38 H -5.3907 1.3396 1.6699  0.26
39 H -3.2728 2.5252 1.3048  0.53
40 H -0.6198 1.1020 -0.8584  0.05
41 H 3.9710 2.0473 0.5280  0.44
42 H 6.0594 0.9281 1.1145  0.35
43 S 6.8496 -1.9303 0.7381  -0.04
44 C 7.9712 -0.7396 1.5246  -0.91
45 H 8.8676 -1.3014 1.7682  0.38
46 H 7.5214 -0.3511 2.4333  0.30
47 H 8.2143 0.0579 0.8288  0.29
48 H 4.5090 -2.7471 -0.4071  0.45
49 H 1.2417 -3.3407 -1.8124  0.24
50 H 2.3613 -3.6539 -0.4624  0.38

Cartesian forces, eV/Å:
0.0 -0.3 0.0
0.0 0.0 0.0
0.1 0.2 0.1
0.1 0.3 0.1
-0.1 -0.2 -0.1
0.2 0.1 0.1
0.1 -0.1 0.0
-0.2 -0.1 -0.1
0.1 -0.2 0.0
-0.2 -0.1 -0.2
0.2 0.2 0.1
0.1 -0.1 0.2
-0.3 0.5 -0.2
0.1 -0.2 0.1
0.0 0.1 0.0
0.0 0.1 0.0
0.0 0.1 0.0
-0.2 -0.3 -0.1
0.6 0.0 -0.1
-0.1 0.2 0.1
0.1 -0.4 -0.3
-0.4 -0.1 0.1
0.1 0.1 0.0
0.0 -0.3 -0.1
0.3 0.1 -0.1
-0.1 -0.1 0.0
0.0 0.3 0.2
0.1 -0.1 -0.1
0.0 0.0 0.0
-0.2 0.3 0.3
-0.5 0.1 0.3
0.2 -0.2 -0.2
0.1 -0.2 -0.1
-0.1 0.1 0.0
0.0 0.0 0.1
0.0 0.0 0.0
0.0 -0.2 -0.1
-0.1 0.1 0.1
0.0 0.0 0.0
0.0 0.3 0.2
0.0 0.1 0.0
0.1 0.0 0.0
0.2 0.0 0.1
-0.5 -0.2 -0.3
0.0 0.0 0.0
0.1 0.1 0.1
0.1 0.1 0.0
-0.1 -0.1 -0.1
0.1 0.0 0.0
0.0 0.0 0.0